Density functional theory data (ωB97M-V with the def2-TZVPD basis set) for an isolated ion of composition C18H30N3O4S and charge +1 in a non-equilibrium geometry.

The geometry in XYZ format:
```
56
C18H30N3O4S (ωB97M-V with the def2-TZVPD basis set)
C -2.06 -2.48 1.87
C -3.51 -1.99 1.89
O -3.89 -1.35 0.68
C -4.30 -2.20 -0.38
C -4.38 -1.35 -1.64
C -2.99 -0.92 -2.11
N -2.29 -0.18 -1.03
C -2.39 1.29 -1.05
C -1.86 1.71 0.33
O -2.24 1.08 1.29
N -1.00 2.75 0.43
C -0.37 3.46 -0.66
C 0.96 2.74 -1.01
N 1.42 1.98 0.13
S 1.13 0.32 0.15
O 0.37 -0.01 -1.05
O 0.52 -0.07 1.38
C 2.77 -0.34 0.02
C 3.44 -0.25 -1.18
C 4.74 -0.73 -1.26
C 5.36 -1.30 -0.15
C 6.75 -1.83 -0.24
C 4.65 -1.37 1.05
C 3.36 -0.90 1.14
C 1.24 2.66 1.39
C -0.27 2.90 1.68
H -1.84 -2.97 2.81
H -1.90 -3.21 1.07
H -1.38 -1.65 1.74
H -3.62 -1.22 2.65
H -4.20 -2.81 2.11
H -3.59 -3.03 -0.52
H -5.28 -2.63 -0.15
H -4.99 -0.47 -1.43
H -4.86 -1.91 -2.44
H -3.05 -0.30 -3.00
H -2.40 -1.81 -2.35
H -1.26 -0.38 -1.02
H -2.72 -0.50 -0.10
H -3.43 1.59 -1.14
H -1.81 1.68 -1.89
H -0.17 4.47 -0.29
H -1.03 3.54 -1.52
H 0.82 2.04 -1.83
H 1.72 3.47 -1.29
H 2.95 0.18 -2.04
H 5.27 -0.67 -2.20
H 7.28 -1.70 0.70
H 7.31 -1.34 -1.04
H 6.72 -2.90 -0.46
H 5.12 -1.81 1.92
H 2.80 -0.96 2.06
H 1.67 2.03 2.17
H 1.79 3.60 1.35
H -0.43 3.90 2.08
H -0.65 2.15 2.37
```

Summary:
Relative energy (zero: lowest compared OMol25 entry of this formula, charge and spin): 0.093 eV
Gap between HOMO and LUMO: 9.9451 eV
E_tot: -1567.09022 hartree
Net charge: +1
HOMO: -11.87 eV
SMILES: CCOCCC[NH2+]CC(=O)N1CCN(S(=O)(=O)c2ccc(C)cc2)CC1